C44H37AsGaN7S2 | the ωB97M-V functional and the def2-TZVPD basis

```
92
Properties=species:S:1:pos:R:3:forces:R:3
Ga -1.607 -0.519 0.219 -0.11 0.01 -0.06
C -4.759 -1.809 -0.234 0.01 0.01 -0.01
N -3.602 -2.357 0.442 -0.01 -0.02 0.04
C -2.944 -3.515 -0.137 0.02 -0.02 0.02
C -1.969 -3.087 -1.187 -0.05 0.03 -0.02
N -1.403 -1.896 -1.226 0.07 0.08 -0.05
C -0.558 -1.887 -2.338 -0.04 0.00 -0.03
C 0.271 -0.893 -2.848 0.04 0.00 0.00
C 1.015 -1.205 -3.969 -0.01 -0.01 0.00
C 0.929 -2.466 -4.578 0.00 0.01 0.01
C 0.094 -3.451 -4.091 0.02 -0.02 0.01
C -0.643 -3.130 -2.959 0.00 0.03 0.00
N -1.557 -3.855 -2.205 -0.02 -0.03 0.02
C -4.482 -0.437 -0.778 0.01 -0.07 -0.08
N -3.309 0.171 -0.813 -0.03 -0.01 0.13
C -3.507 1.342 -1.575 -0.02 0.02 0.01
C -2.624 2.312 -2.051 0.01 0.03 0.00
C -3.145 3.338 -2.813 0.00 -0.01 -0.01
C -4.512 3.416 -3.116 0.01 -0.01 0.01
C -5.392 2.446 -2.686 0.01 0.01 -0.01
C -4.854 1.416 -1.927 0.01 0.00 0.01
N -5.434 0.271 -1.401 0.00 -0.02 -0.01
H -5.615 -1.756 0.444 0.01 0.00 0.00
H -5.070 -2.440 -1.074 0.00 0.00 0.01
H -3.789 -2.522 1.420 0.02 0.03 0.00
H -3.641 -4.248 -0.560 0.01 0.00 0.00
H -2.379 -4.013 0.656 -0.01 -0.01 -0.01
H 0.339 0.085 -2.392 -0.02 0.00 0.00
H 1.674 -0.461 -4.393 0.01 0.01 0.00
H 1.527 -2.666 -5.456 0.01 0.00 -0.01
H 0.023 -4.421 -4.565 0.00 0.00 -0.01
H -1.834 -4.812 -2.357 0.01 0.01 0.00
H -1.563 2.267 -1.868 -0.01 0.00 0.01
H -2.479 4.098 -3.197 0.01 0.01 0.00
H -4.876 4.240 -3.713 0.00 0.01 -0.01
H -6.442 2.480 -2.938 -0.01 0.00 0.00
H -6.396 -0.009 -1.503 0.00 0.00 0.00
S -1.841 -1.152 2.360 0.02 -0.04 -0.02
C -0.329 -0.742 3.208 -0.02 0.03 -0.01
C -0.441 -0.451 4.565 0.02 0.03 0.01
C 0.696 -0.284 5.339 0.01 0.00 -0.02
C 1.955 -0.406 4.767 -0.02 0.01 -0.01
C 2.071 -0.675 3.413 0.01 0.05 0.00
C 0.937 -0.844 2.623 -0.06 -0.04 -0.02
As 1.068 -1.142 0.717 0.05 0.05 0.10
C 1.132 -3.069 0.536 -0.03 0.01 0.08
C 0.639 -3.870 1.564 0.03 -0.01 0.01
C 0.580 -5.248 1.404 0.01 -0.01 -0.02
C 1.016 -5.834 0.223 -0.01 0.01 0.02
C 1.507 -5.038 -0.803 0.00 0.02 -0.02
C 1.556 -3.658 -0.654 -0.05 0.01 -0.05
C 2.873 -0.507 0.382 0.03 -0.11 -0.01
C 3.897 -1.364 -0.006 -0.01 0.00 -0.05
C 5.182 -0.870 -0.197 -0.01 0.00 -0.01
C 5.453 0.473 0.006 0.00 0.02 0.00
C 4.439 1.329 0.418 -0.02 -0.04 0.00
C 3.155 0.840 0.607 -0.01 0.04 0.02
H -1.422 -0.372 5.016 -0.01 0.00 0.00
H 0.596 -0.067 6.394 0.00 0.00 0.01
H 2.843 -0.290 5.373 0.01 0.00 0.01
H 3.055 -0.756 2.967 0.00 -0.01 0.00
H 0.320 -3.425 2.499 0.00 0.00 -0.01
H 0.213 -5.866 2.213 0.00 0.00 0.00
H 0.991 -6.909 0.110 0.00 -0.01 0.00
H 1.865 -5.490 -1.720 0.00 -0.01 0.00
H 1.930 -3.049 -1.470 0.01 0.00 0.02
H 3.712 -2.420 -0.144 0.00 0.01 0.01
H 5.973 -1.545 -0.495 0.01 -0.01 0.00
H 6.455 0.853 -0.139 0.01 0.00 0.00
H 4.653 2.373 0.608 0.00 0.02 -0.01
H 2.390 1.510 0.981 0.02 -0.02 0.00
S 0.073 5.709 1.501 -0.01 -0.08 0.07
C -0.346 4.072 1.047 0.08 0.05 -0.03
C -1.525 3.509 1.540 -0.06 0.01 -0.04
C -1.838 2.210 1.219 -0.03 -0.02 0.04
N -1.052 1.445 0.444 0.13 -0.04 -0.11
C 0.066 1.992 -0.056 -0.02 0.02 0.06
C 0.445 3.285 0.204 0.02 -0.04 0.07
C 1.848 5.609 1.351 -0.02 0.05 -0.11
C 2.500 6.149 0.255 -0.02 0.03 0.03
C 3.878 5.984 0.171 0.00 -0.01 0.02
N 4.594 5.338 1.086 0.02 0.01 -0.02
C 3.956 4.860 2.151 -0.01 -0.02 0.01
C 2.585 4.969 2.336 0.01 -0.04 0.01
H -2.175 4.067 2.200 0.00 0.00 0.01
H -2.725 1.735 1.621 0.00 0.01 -0.01
H 0.684 1.355 -0.675 -0.01 0.00 0.00
H 1.364 3.663 -0.221 0.00 0.01 0.00
H 1.956 6.681 -0.514 0.00 -0.01 -0.02
H 4.425 6.383 -0.675 0.01 0.01 -0.01
H 4.567 4.362 2.895 0.01 0.00 0.01
H 2.112 4.562 3.219 -0.01 0.00 0.00
```
Positions in Å, forces in eV/Å.

Output
- charge = +2
- 2S+1 = 1
- E_tot (a.u.) = -7038.8174

***

C20H23Cl3NO5 | the ωB97M-V functional and the def2-TZVPD basis

```
52
Properties=species:S:1:pos:R:3:forces:R:3
C -1.976 -3.941 0.739 0.09 -0.18 -0.20
C -0.774 -3.050 0.614 0.14 0.44 1.08
C -0.763 -2.061 -0.520 0.05 0.00 -0.55
C 0.526 -1.233 -0.571 -0.45 -0.07 -0.05
C 0.710 -0.284 0.597 0.73 1.12 0.06
C 2.145 0.250 0.794 0.06 0.91 -0.60
O 2.468 1.177 1.496 0.12 -0.42 -1.03
O 2.987 -0.568 0.129 0.72 0.65 0.03
C 4.373 -0.156 0.157 -0.24 0.00 0.21
C 5.096 -0.884 -0.941 0.11 -0.04 -0.14
C -0.340 0.831 0.797 0.05 0.52 0.65
O -0.374 1.612 1.726 0.08 -1.10 -1.27
O -1.246 0.810 -0.200 -0.19 0.85 0.42
C -2.280 1.815 -0.006 -0.01 -0.05 0.11
C -3.242 1.749 -1.167 -0.03 -0.13 -0.01
H -1.914 -4.430 1.709 -0.17 -0.13 -0.01
H -2.912 -3.387 0.678 -0.09 0.07 0.02
H -1.945 -4.679 -0.057 -0.32 -0.35 -0.15
H -0.694 -2.489 1.554 -0.35 -0.70 -0.53
H 0.132 -3.661 0.584 0.06 -0.05 -0.04
H -0.839 -2.598 -1.473 -0.04 0.06 -0.08
H -1.613 -1.376 -0.473 -0.05 -0.28 0.05
H 1.393 -1.894 -0.618 -0.19 0.11 0.04
H 0.517 -0.621 -1.469 0.11 0.12 -0.27
H 4.390 0.925 -0.003 0.15 -0.09 0.17
H 4.811 -0.388 1.137 -0.24 0.14 -0.15
H 6.144 -0.597 -0.919 0.18 0.03 0.01
H 5.046 -1.964 -0.820 -0.09 -0.05 0.03
H 4.706 -0.617 -1.921 -0.11 -0.03 -0.04
H -2.802 1.601 0.934 0.24 0.04 -0.12
H -1.793 2.790 0.100 -0.10 -0.16 -0.10
H -3.912 2.612 -1.130 0.04 -0.07 0.01
H -2.717 1.763 -2.126 -0.07 -0.03 0.10
H -3.854 0.844 -1.092 0.14 0.12 -0.18
Cl 0.841 -1.098 2.116 -0.11 -1.30 2.50
C -1.231 -1.356 4.501 2.12 -2.81 -1.54
Cl -2.380 -1.294 3.266 -0.64 0.69 -1.76
C -0.675 -2.710 4.729 -0.37 1.05 1.30
O -0.489 -3.622 3.919 -0.49 0.25 -0.58
C -0.499 -2.895 6.183 -0.56 1.51 -0.22
C -0.699 -1.755 7.053 0.09 0.60 0.10
C -0.887 -2.000 8.431 0.13 -0.56 -0.12
C -0.794 -3.304 8.860 0.28 -0.65 -0.12
C -0.494 -4.336 7.936 -0.16 0.30 -0.51
N -0.395 -4.136 6.629 0.27 -0.67 1.07
C -0.699 -0.440 6.503 1.26 -0.70 -0.88
Cl -0.843 0.932 7.504 0.37 0.99 0.85
C -0.667 -0.252 5.110 -1.82 -0.08 2.10
H -1.106 -1.185 9.121 0.09 -0.21 -0.23
H -0.930 -3.609 9.891 -0.02 0.27 0.11
H -0.366 -5.377 8.230 -0.12 0.21 0.31
H -0.510 0.716 4.634 -0.62 -0.12 0.15
```
Positions in Å, forces in eV/Å.

Output
- charge = -1
- 2S+1 = 1
- energy relative to the best compared isomer or geometry (same formula, charge and spin) (eV) = 0.643

***

C24H41IN2O4PtSi | the ωB97M-V functional and the def2-TZVPD basis

```
74
Properties=species:S:1:pos:R:3:forces:R:3
C 3.269 0.610 0.841 -0.31 1.19 -1.27
C 3.013 -0.851 0.845 -2.11 -0.96 -1.23
H 2.761 0.989 -0.113 0.70 0.33 1.09
H 4.337 0.805 0.777 -0.07 0.44 0.02
H 2.784 1.134 1.669 0.54 0.11 -0.61
H 2.753 -1.140 -0.248 0.81 -0.62 1.43
H 3.794 -1.496 1.168 0.64 -0.45 0.37
H 2.052 -1.074 1.338 0.76 -0.13 -0.24
C 1.228 2.284 -2.793 -0.14 -0.85 -1.83
C 1.103 3.208 -3.817 -0.11 -0.57 -0.57
C 0.969 2.744 -5.143 0.02 -0.40 0.23
C 0.921 1.361 -5.412 -0.30 -0.31 0.07
H 1.375 2.507 -1.750 -0.06 0.20 0.12
H 1.135 4.249 -3.572 -0.05 0.47 -0.13
H 0.897 3.454 -5.972 0.04 -0.28 0.37
H 0.795 0.926 -6.404 0.03 0.61 0.07
N 1.215 0.980 -3.125 -0.85 1.45 -0.98
C 1.010 0.453 -4.356 0.25 2.67 0.16
C 0.948 -0.998 -4.365 0.01 -2.33 0.86
N 1.162 -1.528 -3.136 -0.28 -1.90 -1.00
C 1.092 -2.829 -2.781 -0.43 0.59 -1.67
C 0.589 -3.262 -5.093 0.06 -0.08 0.21
C 0.760 -3.742 -3.775 -0.06 0.30 -0.25
H 1.302 -3.066 -1.737 -0.10 -0.01 -0.39
H 0.647 -4.792 -3.512 0.06 0.21 -0.30
C 0.696 -1.898 -5.394 -0.21 0.58 0.34
H 0.555 -1.446 -6.365 -0.10 -0.60 -0.32
H 0.364 -3.963 -5.898 0.07 0.19 0.27
Pt 2.047 -0.306 -1.862 1.35 0.38 3.60
I 4.444 0.043 -2.437 1.21 0.07 -0.66
C -1.582 -2.781 0.428 0.44 -0.30 0.05
C -2.595 -1.678 0.708 0.46 -0.71 -1.02
C -3.803 -1.852 -0.217 -0.56 0.38 -0.18
C -3.032 -1.760 2.168 -0.47 0.52 1.13
O -2.051 -0.361 0.436 -0.98 -1.59 0.55
Si -0.474 0.155 0.473 1.62 2.65 0.68
O 0.338 -0.439 -0.767 -1.34 -0.16 1.49
O -0.552 1.810 0.383 -0.32 -1.06 -0.21
C -1.345 2.741 1.188 0.23 0.51 0.28
C -2.031 3.687 0.197 0.00 -0.09 0.07
C -2.385 2.051 2.073 -0.08 0.00 0.23
C -0.378 3.517 2.104 -0.02 -0.03 -0.24
O 0.085 -0.124 1.981 -0.29 -0.39 -0.11
C 0.602 -0.406 3.326 -0.12 -0.64 0.00
C 1.915 0.320 3.541 0.85 -0.05 0.16
C -0.341 0.107 4.399 -0.43 0.19 0.41
C 0.772 -1.921 3.441 0.04 -0.10 0.20
H -2.060 -3.767 0.585 0.21 0.57 -0.06
H -0.711 -2.721 1.098 -0.23 0.00 -0.14
H -1.218 -2.726 -0.605 -0.14 0.02 0.17
H -4.289 -2.825 -0.038 0.34 0.37 0.01
H -4.546 -1.065 -0.025 0.19 -0.19 -0.12
H -3.485 -1.797 -1.269 -0.10 -0.02 0.35
H -2.172 -1.633 2.843 -0.28 0.02 -0.37
H -3.782 -0.986 2.384 0.26 -0.16 -0.01
H -3.498 -2.737 2.389 0.28 0.36 -0.45
H -2.731 3.107 -0.426 0.20 0.28 0.13
H -2.597 4.467 0.741 0.27 -0.35 -0.30
H -1.281 4.170 -0.452 -0.32 -0.16 0.26
H -1.895 1.346 2.776 -0.43 0.37 -0.46
H -3.144 1.536 1.465 0.22 0.15 0.30
H -2.892 2.827 2.682 0.23 -0.47 -0.36
H 0.154 2.827 2.782 -0.19 0.28 -0.29
H 0.354 4.079 1.501 -0.19 -0.22 0.26
H -0.952 4.234 2.715 0.28 -0.25 -0.23
H 1.798 1.410 3.402 0.11 -0.52 0.15
H 2.294 0.112 4.553 -0.50 0.24 -0.12
H 2.708 -0.072 2.900 -0.45 0.16 0.51
H -1.369 -0.268 4.281 0.33 0.18 0.04
H 0.043 -0.258 5.371 -0.23 0.20 -0.49
H -0.335 1.210 4.437 -0.16 -0.50 -0.04
H -0.208 -2.425 3.389 0.40 0.13 0.01
H 1.437 -2.323 2.660 -0.33 0.10 0.36
H 1.219 -2.146 4.423 -0.17 -0.02 -0.37
```
Positions in Å, forces in eV/Å.

Output
- charge = +2
- 2S+1 = 5
- energy relative to the best compared isomer or geometry (same formula, charge and spin) (eV) = 0.336

***

C32H66As3PY | the ωB97M-V functional and the def2-TZVPD basis

```
103
Properties=species:S:1:pos:R:3:forces:R:3
Y -0.038 -0.749 0.086 1.42 -1.14 -1.61
C -3.537 -1.232 -2.893 -0.17 0.10 0.11
C -4.044 -1.369 -1.454 0.09 -0.20 -0.12
C -3.676 -2.765 -0.940 -0.08 0.12 0.03
C -3.506 -0.274 -0.546 0.10 -0.15 -0.13
C -2.995 0.920 -1.054 0.02 0.06 -0.03
C -2.458 1.898 -0.221 0.03 0.00 0.07
C -2.418 1.728 1.159 0.17 0.06 -0.02
C -1.844 2.780 2.066 -0.14 0.01 -0.01
C -2.974 0.558 1.679 0.12 -0.10 0.00
C -3.508 -0.418 0.847 0.18 -0.09 0.11
H -3.842 -2.100 -3.474 0.02 0.01 -0.02
H -2.445 -1.175 -2.911 0.01 -0.04 -0.03
H -3.942 -0.349 -3.388 0.05 0.02 -0.06
H -5.136 -1.294 -1.470 0.00 0.08 0.03
H -2.589 -2.865 -0.875 -0.02 -0.05 0.01
H -4.048 -3.523 -1.629 0.00 -0.01 -0.01
H -4.108 -2.979 0.036 0.04 -0.03 0.03
H -3.049 1.125 -2.113 0.06 -0.09 -0.01
H -2.102 2.826 -0.653 0.06 -0.03 0.01
H -2.631 3.240 2.665 0.01 0.02 0.01
H -1.352 3.566 1.494 0.00 0.02 0.04
H -1.120 2.339 2.755 -0.04 0.06 -0.01
H -3.006 0.418 2.754 0.02 -0.02 0.00
H -3.953 -1.293 1.301 0.04 -0.04 -0.03
C -0.537 1.058 -3.955 -0.05 -0.03 -0.01
As 0.761 1.452 -2.536 -0.38 -0.16 -0.38
C 0.436 3.391 -2.526 -0.01 -0.08 0.29
C 2.292 1.379 -3.793 0.16 -0.20 0.17
C 3.724 1.378 -3.236 0.03 0.24 0.14
C 3.868 2.542 -2.252 0.01 -0.20 -0.08
C 4.049 0.022 -2.591 -0.21 0.13 -0.11
As 3.415 -0.365 -0.761 0.31 -0.53 0.19
C 4.927 0.391 0.268 -0.18 0.10 0.07
C 4.138 -2.186 -0.747 -0.05 -0.10 -0.04
C 4.651 1.586 -4.449 0.10 -0.12 -0.07
As 6.647 1.817 -4.416 -0.11 0.11 0.11
C 7.293 1.073 -2.704 -0.07 0.00 -0.03
C 6.730 3.711 -3.878 0.01 -0.02 0.03
H -0.273 1.627 -4.847 0.01 0.01 0.01
H -1.547 1.335 -3.655 0.04 -0.01 0.03
H -0.523 -0.004 -4.201 0.02 0.00 0.04
H 0.676 3.821 -3.498 0.03 -0.08 -0.03
H 1.017 3.896 -1.756 0.04 -0.03 -0.01
H -0.622 3.562 -2.325 0.01 -0.01 0.00
H 2.158 2.237 -4.456 -0.09 0.02 0.06
H 2.140 0.481 -4.399 -0.06 0.01 0.04
H 3.221 2.379 -1.383 0.03 0.12 0.04
H 3.573 3.480 -2.729 0.04 0.03 0.02
H 4.895 2.640 -1.907 -0.04 0.03 0.06
H 5.128 -0.122 -2.572 -0.05 -0.06 0.15
H 3.632 -0.777 -3.212 0.04 -0.02 0.03
H 5.842 -0.132 -0.009 -0.01 0.02 -0.06
H 4.757 0.237 1.336 -0.03 -0.04 -0.01
H 5.058 1.458 0.102 -0.07 0.01 -0.03
H 5.089 -2.213 -1.280 0.02 0.11 0.02
H 3.432 -2.865 -1.221 -0.07 0.08 0.03
H 4.309 -2.510 0.280 -0.01 0.04 0.01
H 4.335 2.488 -4.984 0.01 -0.01 -0.02
H 4.488 0.757 -5.144 0.03 0.01 0.00
H 7.301 -0.016 -2.731 -0.01 0.00 -0.02
H 6.734 1.414 -1.834 -0.01 0.01 -0.02
H 8.327 1.403 -2.596 0.00 0.04 -0.05
H 6.129 4.312 -4.560 -0.01 -0.03 -0.02
H 7.763 4.049 -3.958 0.01 -0.04 -0.02
H 6.392 3.886 -2.857 -0.02 -0.02 -0.01
C 1.304 -5.333 -0.846 -0.05 -0.18 0.55
C 0.674 -4.169 -0.032 0.82 -0.50 -0.67
C -0.723 -4.616 0.409 0.09 0.04 0.02
C 1.528 -3.923 1.214 -0.14 -0.07 -0.20
C 0.711 -2.997 -0.990 -2.44 3.11 2.01
H 1.349 -6.236 -0.230 0.04 -0.09 -0.10
H 2.317 -5.084 -1.163 0.00 0.01 -0.01
H 0.704 -5.546 -1.730 0.01 0.02 -0.03
H -0.648 -5.476 1.078 -0.02 -0.11 0.03
H -1.332 -4.911 -0.447 -0.05 0.08 -0.01
H -1.239 -3.815 0.954 0.03 -0.02 -0.09
H 1.726 -4.859 1.741 -0.01 0.04 0.13
H 1.003 -3.253 1.909 -0.02 0.03 0.04
H 2.479 -3.469 0.943 0.03 0.00 0.04
H -0.055 -3.179 -1.767 0.28 -0.04 -0.28
C 0.056 -0.186 5.653 0.09 0.08 -0.02
C 0.730 0.972 4.920 -0.58 -0.30 -0.23
P 0.932 0.624 3.111 0.94 -0.02 0.11
C 1.890 2.156 2.664 -0.31 -0.10 -0.27
C 1.789 2.524 1.185 0.02 0.04 0.15
C 2.285 -0.661 3.127 -0.25 0.14 0.16
C 3.436 -0.482 4.113 -0.02 0.00 -0.10
H -0.077 0.048 6.709 0.01 -0.03 0.01
H 0.654 -1.096 5.582 -0.04 -0.04 0.04
H -0.927 -0.391 5.228 0.00 -0.05 0.02
H 1.700 1.211 5.360 0.04 0.04 -0.12
H 0.105 1.865 4.989 0.06 0.04 0.04
H 2.934 2.013 2.946 -0.02 0.02 0.08
H 1.493 2.970 3.274 0.03 0.00 0.05
H 2.116 1.692 0.558 0.00 0.08 -0.04
H 2.418 3.388 0.962 0.00 0.00 -0.06
H 0.760 2.775 0.913 0.03 -0.04 -0.04
H 2.661 -0.701 2.098 0.00 -0.09 -0.01
H 1.797 -1.619 3.326 0.02 -0.03 -0.14
H 3.904 0.500 4.041 0.01 0.00 0.01
H 4.205 -1.229 3.912 0.02 0.01 0.05
H 3.101 -0.623 5.140 0.02 0.01 0.01
```
Positions in Å, forces in eV/Å.

Output
- charge = +1
- 2S+1 = 1
- energy relative to the best compared isomer or geometry (same formula, charge and spin) (eV) = 3.081